# 1
An isolated molecule of C4H5FN2. Source: OMol25; level of theory: ωB97M-V/def2-TZVPD.

Element x y z (Å)
C -2.00 -0.46 0.10
C 0.69 -0.23 1.10
C 0.44 0.38 -0.98
C -0.79 0.35 0.07
N -2.92 -1.10 -0.08
N 1.40 -0.18 -0.14
F -1.10 1.68 0.29
H 1.17 0.44 1.92
H 0.38 -1.20 1.50
H 0.31 -0.07 -2.02
H 0.61 1.41 -1.31
H 1.79 -1.02 -0.44

Calculated values
SMILES ... N#CC1(F)CNC1
ΔE to the lowest compared entry with this formula, charge and spin ... 77.17 kcal/mol
Lowest unoccupied orbital energy ... 0.78 eV
Total charge ... 0
E_HOMO ... -9.5 eV

Löwdin population analysis, charges in e, atoms 1 to 2:
1. C -0.148
2. C -0.040

# 2
A structure of composition C13H14Cl4HfO5S3. Source: OMol25; level of theory: ωB97M-V/def2-TZVPD.

Element x y z (Å)
Hf -0.25 -0.50 -0.73
C -2.47 0.36 1.73
O -1.65 -0.68 1.22
C -1.97 -1.95 1.77
C -1.32 -3.01 0.86
O -0.14 -2.51 0.23
C 1.13 -2.69 0.85
C 1.43 -1.61 1.90
O 1.05 -0.35 1.36
C 1.99 0.70 1.57
H -2.35 0.45 2.82
H -3.52 0.18 1.48
H -2.15 1.28 1.24
H -3.05 -2.10 1.78
H -1.60 -2.02 2.81
H -1.99 -3.23 0.03
H -1.10 -3.93 1.41
H 1.84 -2.58 0.02
H 1.21 -3.70 1.28
H 2.49 -1.64 2.15
H 0.85 -1.79 2.83
H 2.90 0.52 1.00
H 2.22 0.79 2.64
H 1.52 1.61 1.22
Cl 2.91 4.94 -3.04
C 1.75 3.86 -2.37
C 0.49 4.34 -2.04
Cl 0.07 5.98 -2.32
C -0.45 3.47 -1.46
Cl -2.02 4.03 -1.03
C -0.12 2.15 -1.21
O -0.95 1.28 -0.64
C 1.17 1.66 -1.55
O 1.40 0.40 -1.24
C 2.09 2.53 -2.14
Cl 3.64 1.93 -2.57
S -2.32 -1.29 -1.83
C -1.29 -2.06 -3.03
S -1.85 -2.77 -4.38
S 0.41 -2.02 -2.60

Calculated values
ΔE to the lowest compared entry with this formula, charge and spin ... 18.84 kcal/mol
Lowest unoccupied orbital energy ... -0.16 eV
Total charge ... 0
E_HOMO ... -7.4 eV

Löwdin population analysis, charges in e, atoms 1 to 2:
1. Hf 1.297
2. C -0.043

# 3
An isolated molecule of CH4N4O. Source: OMol25; level of theory: ωB97M-V/def2-TZVPD.

Element x y z (Å)
C -0.13 0.58 0.07
N 2.07 0.89 -0.05
N 3.55 0.68 0.23
N 1.41 -1.28 -0.35
N 1.21 -0.10 -0.14
O 4.00 -0.42 0.08
H -0.99 -0.23 0.33
H 0.10 1.40 0.80
H -0.47 0.97 -0.95
H 0.64 -1.95 -0.38

Calculated values
ΔE to the lowest compared entry with this formula, charge and spin ... 107.42 kcal/mol
Lowest unoccupied orbital energy ... -0.26 eV
Total charge ... 0
E_HOMO ... -9.0 eV

Löwdin population analysis, charges in e, atoms 1 to 2:
1. C -0.030
2. N -0.024